<i>
16
Properties=species:S:1:pos:R:3 method="wB97M-V/def2-TZVPD" lumo_ev=0.843 e_homo_ev=-8.584
C 3.29 -0.28 0.03
C 0.75 -0.31 -0.14
C -0.70 -0.34 0.68
C -1.71 0.12 -0.23
C -3.22 0.46 0.02
H 4.40 0.16 0.49
H 3.54 -0.37 -1.15
H 2.86 -1.44 0.56
H 0.66 -0.24 -1.29
H 1.55 -1.19 -0.03
H -0.84 -0.20 1.83
H -1.54 0.31 -1.30
H -3.37 1.61 -0.38
H -3.96 -0.26 -0.31
H -3.76 0.86 1.08
S 2.04 1.11 0.15

=====

<ii>
16
Properties=species:S:1:pos:R:3 method="wB97M-V/def2-TZVPD" smiles=C[C@@H]1C[C@@]1(C)S lumo_ev=0.958 e_homo_ev=-8.577
C -2.22 -0.11 -0.74
C -0.95 -0.74 -0.12
C -0.54 -0.64 1.31
C 0.18 0.16 0.21
C 0.02 1.69 0.21
H -1.99 0.40 -1.75
H -2.97 -0.89 -1.02
H -2.67 0.66 -0.12
H -0.69 -1.71 -0.49
H -1.03 -0.11 2.09
H -0.03 -1.44 1.82
H 0.16 2.03 -0.87
H 0.61 2.31 0.86
H -1.00 1.95 0.48
H 1.49 -1.45 -0.73
S 1.82 -0.24 -0.35

=====

<iii>
16
Properties=species:S:1:pos:R:3 method="wB97M-V/def2-TZVPD" smiles=C[C@H]1CC[C@@H]1S lumo_ev=0.915 e_homo_ev=-8.871
C -0.70 1.01 -1.48
C -0.31 -0.01 -0.50
C 1.19 -0.49 -0.50
C 0.94 -1.03 0.90
C -0.09 0.13 1.04
H -0.31 2.21 -1.30
H -1.84 1.26 -1.54
H -0.44 0.31 -2.40
H -0.95 -0.72 -0.85
H 1.16 -1.24 -1.32
H 1.66 0.59 -0.62
H 0.60 -2.10 0.63
H 1.85 -1.06 1.57
H 0.41 1.03 1.32
H -1.51 0.09 3.25
S -1.66 0.01 1.80

=====

<iv>
16
Properties=species:S:1:pos:R:3 method="wB97M-V/def2-TZVPD" smiles=CS[C@@H]1C[C@@H]1C lumo_ev=1.047 e_homo_ev=-8.183
C -2.81 -0.04 -0.05
C -0.03 0.29 0.72
C 0.75 1.12 -0.45
C 1.43 0.09 0.39
C 1.96 -1.21 -0.16
H -3.65 -0.51 -0.50
H -3.12 0.48 0.83
H -2.60 0.81 -0.78
H -0.38 0.90 1.47
H 0.31 0.85 -1.42
H 0.84 2.22 -0.36
H 2.15 0.50 1.14
H 2.25 -1.82 0.66
H 2.80 -1.07 -0.77
H 1.30 -1.65 -0.79
S -1.20 -0.96 0.08

=====

Stability, highest: <ii>

=====

<i>
9
Properties=species:S:1:pos:R:3 method="wB97M-V/def2-TZVPD" lumo_ev="-0.895 / -0.577" e_homo_ev="-9.282 / -8.664"
C 0.80 0.05 0.27
C -0.46 -0.80 0.03
N 1.94 -0.53 0.07
N -0.41 -2.00 -0.05
O 1.83 -1.91 -0.33
O 1.09 -2.83 1.80
S 2.02 -3.11 0.75
H 0.82 1.10 0.37
H -1.48 -0.18 0.17

=====

<ii>
9
Properties=species:S:1:pos:R:3 method="wB97M-V/def2-TZVPD" smiles="N#CCOS(#N)=O" lumo_ev=-2.211 e_homo_ev=-11.650
C 1.24 1.06 -0.09
C 0.27 0.24 0.49
N 1.98 1.89 -0.35
N 1.64 -1.35 3.02
O 1.78 1.28 3.54
O 0.36 0.74 1.69
S 1.56 0.05 2.84
H -0.61 0.14 -0.15
H 0.69 -0.78 0.38

=====

Stability, highest: <ii>

=====

<i>
21
Properties=species:S:1:pos:R:3 method="wB97M-V/def2-TZVPD" lumo_ev="-1.090 / -0.892" e_homo_ev="-7.158 / -6.878"
C -3.44 0.18 0.20
C -2.70 0.39 1.38
C -2.71 -0.14 -0.94
C -1.30 0.42 1.34
C -1.35 -0.20 -0.95
C -0.56 0.13 0.21
C 0.83 0.14 0.42
C 2.56 0.03 -0.91
C 2.15 0.54 0.41
C 3.01 1.21 1.25
C 2.37 -1.21 -1.55
H -4.48 0.22 -0.11
H -3.23 0.69 2.32
H -3.34 -0.32 -1.81
H -0.74 0.52 2.28
H -0.88 -0.54 -1.82
H 4.10 1.28 1.18
H 2.61 1.27 2.20
H 1.26 -1.51 -1.64
H 2.82 -1.99 -1.01
H 3.02 -1.12 -2.46

=====

<ii>
21
Properties=species:S:1:pos:R:3 method="wB97M-V/def2-TZVPD" lumo_ev=0.365 e_homo_ev=-8.065
C 2.01 -0.38 -1.68
C 1.36 -0.11 -0.39
C 2.12 -0.12 0.78
C 1.49 0.10 2.05
C 0.12 0.01 2.20
C -0.71 0.21 1.07
C -2.13 0.22 1.14
C -2.84 0.17 -0.07
C -2.17 0.20 -1.36
C -0.77 0.29 -1.43
C -0.04 0.15 -0.24
H 0.95 -0.95 -2.35
H 2.99 -1.08 -1.57
H 2.40 0.61 -2.29
H 3.25 -0.24 0.70
H 2.21 0.21 2.86
H -0.52 -0.25 3.16
H -2.68 0.22 2.13
H -3.96 0.12 -0.05
H -2.79 0.36 -2.23
H -0.29 0.28 -2.42

=====

Stability, highest: <ii>

=====

<i>
10
Properties=species:S:1:pos:R:3 method="wB97M-V/def2-TZVPD" smiles="C=CC(=O)OP=O" lumo_ev=-0.577 e_homo_ev=-10.654
C 1.92 -0.26 0.00
C 0.73 0.23 0.35
C -0.56 -0.42 0.10
O -0.83 -1.17 -0.77
O -1.52 0.01 0.98
O -2.43 0.93 -1.12
P -2.90 0.52 0.20
H 3.00 0.15 0.11
H 1.98 -1.22 -0.64
H 0.60 1.23 0.79

=====

<ii>
10
Properties=species:S:1:pos:R:3 method="wB97M-V/def2-TZVPD" lumo_ev="-0.856 / -0.856" e_homo_ev="-8.229 / -8.229"
C -1.27 0.31 -0.35
C -0.70 -0.94 -0.29
C -0.73 1.46 -0.11
O -0.57 2.55 0.18
O 0.49 -1.23 0.07
O 3.12 -0.81 -0.07
P 1.92 -0.02 0.05
H -2.42 0.55 -0.49
H -1.24 -1.87 -0.60
H 1.39 0.00 1.61

=====

Stability, highest: <i>

=====

<i>
9
Properties=species:S:1:pos:R:3 method="wB97M-V/def2-TZVPD" lumo_ev=-1.223 e_homo_ev=-10.227
C -1.23 0.59 -0.17
C -0.75 -0.61 -0.03
C 1.46 1.26 -0.07
O 1.40 -1.67 -0.92
O 1.47 -0.64 1.38
S 0.05 1.99 0.03
S 1.08 -0.58 0.01
H -2.20 1.16 -0.27
H -1.29 -1.51 0.04

=====

<ii>
9
Properties=species:S:1:pos:R:3 method="wB97M-V/def2-TZVPD" lumo_ev=-0.669 e_homo_ev=-9.693
C 0.40 -0.73 0.07
C 0.48 0.56 0.30
C 2.89 -0.48 0.20
O 4.19 -0.56 0.05
O 2.59 1.74 -0.83
S 1.86 -1.72 -0.26
S 2.17 1.23 0.46
H -0.61 -1.09 -0.18
H -0.44 1.22 0.61

=====

Stability, highest: <ii>

=====

<i>
19
Properties=species:S:1:pos:R:3 method="wB97M-V/def2-TZVPD" total_charge=-1 lumo_ev=3.706 e_homo_ev=-4.647
N -1.12 -0.61 -1.32
C -0.28 -1.74 -1.59
O 1.12 -1.43 -1.93
H -0.91 0.28 -1.72
H -1.18 -0.44 -0.32
H -0.06 -2.38 -0.74
H -0.62 -2.29 -2.47
H 1.41 -0.62 -1.48
H 1.63 1.48 -0.67
O 0.77 1.06 -0.77
H 0.50 1.16 0.24
H 0.35 2.51 1.91
O 0.16 1.61 1.62
H 1.59 -2.17 2.08
H 0.64 -1.23 2.72
O 0.80 -2.19 2.63
H -1.64 1.97 1.31
H -1.20 2.53 -0.06
O -1.94 2.50 0.56

=====

<ii>
19
Properties=species:S:1:pos:R:3 method="wB97M-V/def2-TZVPD" total_charge=-1 lumo_ev=3.933 e_homo_ev=-4.549
N -1.31 -0.75 1.07
C -1.34 -1.75 0.05
O -0.39 -1.54 -0.96
H -2.20 -0.49 1.46
H -0.59 -0.04 0.97
H -1.04 -2.75 0.45
H -2.32 -1.73 -0.44
H 1.39 -0.09 1.69
H 1.93 0.23 0.10
O 1.53 0.59 1.03
H -0.30 2.33 1.02
H 0.75 2.26 1.98
O -0.20 2.43 1.99
H 0.53 -0.97 -1.05
H 2.54 -0.59 -1.75
O 1.83 -0.51 -1.10
H -0.42 0.11 -1.78
H -1.04 1.16 -2.66
O -0.49 1.11 -1.85

=====

Stability, highest: <i>

=====

<i>
8
Properties=species:S:1:pos:R:3 method="wB97M-V/def2-TZVPD" smiles="[O-][N+]#CCl.C=O" lumo_ev=0.261 e_homo_ev=-9.766
C -0.99 0.88 0.21
C 1.18 -0.51 -0.38
N 0.73 -1.56 -0.18
O 0.23 -2.61 -0.33
O -0.78 1.96 -0.22
Cl 2.03 0.84 -0.25
H -0.44 0.63 1.19
H -1.95 0.37 -0.05

=====

<ii>
8
Properties=species:S:1:pos:R:3 method="wB97M-V/def2-TZVPD" smiles="[O-][N+]#CCl.C=O" lumo_ev=0.008 e_homo_ev=-9.893
C -0.72 0.98 1.13
C 0.39 -1.33 -1.13
N -0.09 1.92 0.76
O -0.61 -1.93 -0.90
O 0.48 2.71 0.00
Cl -1.22 -0.11 2.19
H 1.27 -2.04 -1.12
H 0.49 -0.21 -0.93

=====

Stability, highest: <ii>

=====

<i>
18
Properties=species:S:1:pos:R:3 method="wB97M-V/def2-TZVPD" lumo_ev=-0.488 e_homo_ev=-8.659
C -0.84 0.88 -0.17
C 0.62 1.59 1.66
N -0.04 0.52 0.92
C -0.60 -1.35 -0.57
N -0.33 -1.56 -1.88
C 0.81 -0.46 0.22
O -0.32 1.37 -1.24
N -1.48 -2.00 0.08
O 1.63 0.02 -0.67
H 0.76 0.93 -1.25
H -1.91 1.02 0.00
H -0.79 -2.32 -2.35
H 0.57 -1.27 -2.23
H -1.59 -1.65 1.02
H 1.15 -1.27 0.87
H 1.17 1.14 2.49
H -0.13 2.26 2.06
H 1.32 2.16 1.04

=====

<ii>
18
Properties=species:S:1:pos:R:3 method="wB97M-V/def2-TZVPD" lumo_ev=0.651 e_homo_ev=-7.828
C 1.32 -0.13 -0.80
N 2.50 -0.76 -0.41
O 1.48 1.23 -0.80
O 0.69 -0.64 -1.81
H 0.62 1.62 -1.04
H 3.24 -0.13 -0.13
H 2.73 -1.57 -0.95
C -1.45 0.45 0.16
N -1.47 0.59 -1.16
C 0.09 -1.11 1.47
C -2.22 0.78 1.20
N 0.00 -0.25 0.56
H -2.16 1.26 -1.48
H -0.51 -0.17 -1.73
H 1.04 -1.60 1.65
H -0.78 -1.42 2.05
H -3.22 1.15 1.02
H -1.89 0.70 2.22

=====

<iii>
18
Properties=species:S:1:pos:R:3 method="wB97M-V/def2-TZVPD" smiles="[H]/N=C(/N)OC.C=NC=O" lumo_ev=-0.406 e_homo_ev=-9.124
C 2.04 0.05 0.17
C -0.44 -0.09 -2.11
O 0.98 -0.89 0.33
O 0.01 0.79 -2.83
H -0.31 -1.16 -2.33
H 1.88 0.65 -0.73
H 2.98 -0.50 0.06
H 2.14 0.74 1.01
C -0.20 -0.57 1.16
N -0.84 -1.75 1.40
C -1.57 1.36 -0.71
N -1.21 0.15 -0.96
N -0.21 0.36 2.04
H -1.57 -1.64 2.09
H -0.64 -2.47 0.72
H 0.33 1.17 1.77
H -1.17 2.22 -1.26
H -2.19 1.55 0.17

=====

Stability, highest: <iii>

=====

<i>
18
Properties=species:S:1:pos:R:3 method="wB97M-V/def2-TZVPD" total_charge=+1 lumo_ev=-3.459 e_homo_ev=-13.413
C 1.25 0.00 1.28
C -0.12 0.66 1.11
C -1.12 -0.28 0.48
C -1.24 -0.40 -0.85
C -1.00 0.68 -1.89
N 1.58 -0.97 0.20
H 1.22 -0.57 2.22
H 2.08 0.67 1.50
H -0.11 1.63 0.61
H -0.45 0.96 2.11
H -2.01 -0.45 1.09
H -1.91 -1.18 -1.19
H -1.04 1.67 -1.43
H -1.82 0.63 -2.59
H -0.03 0.63 -2.39
H 1.54 -1.94 0.51
H 2.42 -0.72 -0.32
H 0.78 -1.04 -0.46

=====

<ii>
18
Properties=species:S:1:pos:R:3 method="wB97M-V/def2-TZVPD" total_charge=+1 lumo_ev=-8.256 e_homo_ev=-12.569
C -2.15 0.15 0.72
C -2.09 0.62 -0.68
C -1.09 -0.33 -1.52
C 0.19 0.39 -1.19
C 0.67 0.17 0.05
N 4.25 -1.26 1.60
H -1.06 0.29 0.96
H -2.90 0.69 1.29
H -2.48 -0.91 0.65
H -3.04 0.90 -1.12
H -1.57 1.56 -0.64
H -1.20 -1.28 -1.00
H -1.25 -0.38 -2.58
H 0.43 1.23 -1.87
H 0.80 1.02 0.73
H 3.71 -1.13 0.73
H 3.67 -0.96 2.30
H 5.10 -0.79 1.56

=====

Stability, highest: <i>

=====

<i>
18
Properties=species:S:1:pos:R:3 method="wB97M-V/def2-TZVPD" total_charge=+1 smiles="C=C([NH3+])CCC" lumo_ev=-3.751 e_homo_ev=-15.115
C -0.27 1.78 0.58
C -0.54 0.55 1.39
C 0.29 -0.59 0.94
C 0.51 -0.87 -0.56
C 1.49 -0.59 -1.33
N -0.79 -1.17 -1.23
H -0.71 2.63 0.94
H 0.75 2.10 0.53
H -0.70 1.93 -0.38
H -0.17 0.88 2.36
H -1.62 0.35 1.42
H -0.08 -1.50 1.42
H 1.29 -0.59 1.36
H 1.39 -0.58 -2.47
H 2.59 -0.47 -0.94
H -1.27 -0.29 -1.54
H -0.70 -1.87 -1.95
H -1.47 -1.70 -0.55

=====

<ii>
18
Properties=species:S:1:pos:R:3 method="wB97M-V/def2-TZVPD" total_charge=+1 lumo_ev=-5.460 e_homo_ev=-15.318
C -1.31 1.60 1.85
C -0.39 0.39 1.79
H -2.28 1.32 2.24
H -1.41 2.11 0.89
H -0.91 2.36 2.52
H -0.79 -0.43 1.19
H 0.63 0.64 1.48
H -0.25 -0.06 2.77
C 1.37 -0.86 -1.21
C 1.98 -2.01 -1.41
C -0.68 0.37 -1.54
N 0.07 -0.64 -1.74
H 1.74 -0.02 -0.64
H 1.56 -2.81 -1.98
H 2.97 -2.14 -0.99
H -1.64 0.42 -2.02
H -0.36 1.15 -0.86
H -0.31 -1.39 -2.33

=====

<iii>
18
Properties=species:S:1:pos:R:3 method="wB97M-V/def2-TZVPD" total_charge=+1 lumo_ev=-8.365 e_homo_ev=-13.767
C 0.09 1.48 -0.50
C 0.14 0.57 -1.72
C -0.59 -0.74 -1.48
C 0.22 -1.53 -0.45
C 0.41 -1.22 0.78
N -0.19 0.90 2.66
H -0.42 0.95 0.33
H 1.12 1.63 -0.16
H -0.26 2.50 -0.63
H -0.19 0.99 -2.67
H 1.21 0.41 -1.88
H -1.54 -0.51 -1.01
H -0.60 -1.31 -2.40
H 0.75 -2.41 -0.81
H 0.77 -1.90 1.55
H 0.16 1.29 3.52
H 0.17 0.04 2.31
H -1.19 0.98 2.58

=====

Stability, highest: <ii>

=====

<i>
18
Properties=species:S:1:pos:R:3 method="wB97M-V/def2-TZVPD" total_charge=+1 lumo_ev=-5.567 e_homo_ev=-13.342
C 0.25 -0.64 2.34
N 1.27 -0.61 1.58
H 0.25 -1.24 3.23
H -0.61 -0.03 2.08
H 1.19 -0.31 0.60
H 2.14 -1.04 1.90
C -2.04 0.83 -0.11
C -0.74 0.86 -0.86
C -0.05 -0.24 -1.15
C 1.32 -0.18 -1.78
H -2.29 -0.19 0.16
H -1.95 1.43 0.80
H -2.87 1.26 -0.67
H -0.41 1.81 -1.25
H -0.47 -1.22 -0.94
H 1.61 0.85 -1.94
H 2.11 -0.70 -1.23
H 1.29 -0.65 -2.76

=====

<ii>
18
Properties=species:S:1:pos:R:3 method="wB97M-V/def2-TZVPD" total_charge=+1 smiles="C=CC[C@@H](C)[NH3+]" lumo_ev=-3.777 e_homo_ev=-13.139
C 1.11 1.71 -0.43
C 0.67 0.26 -0.46
C -0.48 0.06 0.54
C -1.51 -0.66 -0.13
C -2.56 -1.01 0.64
N 1.72 -0.86 -0.01
H 1.84 2.23 0.13
H 1.41 1.94 -1.49
H 0.18 2.32 -0.25
H 0.54 0.00 -1.59
H -0.96 1.03 0.94
H -0.14 -0.22 1.45
H -1.39 -1.19 -1.16
H -3.34 -1.53 0.17
H -2.88 -0.63 1.59
H 1.31 -1.77 0.47
H 2.41 -0.41 0.52
H 2.06 -1.28 -0.93

=====

Stability, highest: <i>

=====

<i>
18
Properties=species:S:1:pos:R:3 method="wB97M-V/def2-TZVPD" total_charge=+1 smiles="C=CCCC[NH3+]" lumo_ev=-3.577 e_homo_ev=-13.427
C 0.93 1.42 0.02
C -0.40 1.22 -0.64
C -1.01 -0.15 -0.31
C -0.33 -2.52 -0.64
C 0.05 -1.23 -0.55
N 0.67 0.67 1.50
H 1.29 2.33 0.41
H 1.74 0.81 -0.34
H -1.04 2.12 -0.46
H -0.24 1.52 -1.70
H -1.85 -0.36 -1.04
H -1.58 -0.30 0.61
H -1.29 -3.19 -0.57
H 0.47 -3.08 -1.15
H 1.05 -1.03 -0.82
H 1.49 0.73 2.10
H -0.04 1.24 1.93
H 0.10 -0.20 1.67

=====

<ii>
18
Properties=species:S:1:pos:R:3 method="wB97M-V/def2-TZVPD" total_charge=+1 lumo_ev=-4.717 e_homo_ev=-13.504
C -0.01 0.94 -0.32
C -0.30 0.05 -1.34
C 0.71 -0.86 -1.98
C -0.96 1.97 0.23
H 1.05 1.10 -0.04
H -1.31 0.09 -1.78
H 0.40 -1.92 -1.95
H 0.85 -0.61 -3.04
H 1.72 -0.78 -1.51
H -1.98 1.81 -0.18
H -0.62 3.00 -0.04
H -1.00 1.93 1.32
C -0.22 -1.12 1.14
N 0.67 -0.91 2.06
H -0.02 -1.81 0.37
H -1.23 -0.75 1.29
H 0.49 -0.31 2.85
H 1.63 -1.27 1.93

=====

Stability, highest: <ii>